The following is a DFT calculation (wB97M-V/def2-TZVPD) of a 2-piece molecular cluster, C2H7O overall at a distorted geometry.

```
10
Properties=species:S:1:pos:R:3:forces:R:3
O 2.474 0.637 -1.467 -0.304 -0.005 0.005
H 3.309 0.374 -1.073 0.177 -0.054 0.068
C -0.752 -0.622 0.907 -0.003 0.128 0.821
C -0.730 0.366 -0.263 0.229 -0.138 1.134
H -1.026 -1.672 0.597 0.066 1.162 0.242
H -1.498 -0.219 1.661 0.966 -0.960 -0.340
H 0.308 -0.703 1.316 -1.470 0.250 -0.098
H -1.507 0.191 -0.945 -1.198 -0.411 -1.089
H -0.782 1.426 -0.018 0.044 -0.071 0.551
H 0.204 0.221 -0.715 1.493 0.098 -1.294
```
Positions in Å, forces in eV/Å.

Values from the calculation:
**M**: 47.077 g/mol
**Lowest unoccupied orbital energy**: 0.159 Ha
**Charge**: -1
**Orbital gap**: 6.401 eV
**DFT total energy**: -155.59589 hartree
**Energy above the lowest of the compared OMol25 structures with the same formula, charge and spin**: 30.8 kJ/mol

The following is a DFT calculation (wB97M-V/def2-TZVPD) of C5H8O2 as an isolated structure.

```
15
Properties=species:S:1:pos:R:3:forces:R:3
C 2.015 -0.307 0.654 0.003 -0.016 0.039
C 0.727 0.062 0.011 0.255 -0.212 0.008
C -0.142 -0.628 -0.955 0.062 -0.034 -0.171
C -0.708 -0.180 0.407 -0.008 0.189 0.115
O -1.206 -1.084 1.313 -0.215 -0.070 -0.077
C -0.792 1.321 0.506 0.120 -0.192 0.029
O 0.407 1.480 -0.092 -0.062 0.140 0.037
H 2.860 -0.108 -0.013 -0.110 -0.041 0.072
H 2.005 -1.369 0.911 0.020 0.117 -0.051
H 2.143 0.276 1.571 0.008 -0.098 -0.124
H -0.446 -0.140 -1.877 0.024 0.001 0.164
H -0.013 -1.707 -1.000 -0.022 0.158 0.038
H -2.076 -1.369 1.004 0.125 0.007 0.126
H -2.506 1.773 -1.562 -0.042 0.050 0.029
H -2.269 1.978 -0.879 -0.157 0.001 -0.231
```
Positions in Å, forces in eV/Å.

Values from the calculation:
**M**: 100.117 g/mol
**Lowest unoccupied orbital energy**: 0.022 Ha
**Orbital gap**: 9.049 eV
**DFT total energy**: -345.59098 hartree
**Energy above the lowest of the compared OMol25 structures with the same formula, charge and spin**: 561.8 kJ/mol

The following is a DFT calculation (wB97M-V/def2-TZVPD) of one molecule with the formula C15H23NO3S.

```
43
Properties=species:S:1:pos:R:3:forces:R:3
C -3.327 -3.131 -0.172 0.086 -0.519 -0.044
H -2.785 -3.114 -1.119 -0.165 -0.026 0.058
H -2.619 -3.307 0.639 -0.198 -0.027 -0.069
H -4.077 -3.921 -0.188 0.090 0.039 -0.018
O -4.064 -1.941 0.030 -0.154 0.269 0.101
C -3.512 -0.714 0.000 -0.409 0.082 0.048
C -2.178 -0.333 -0.142 0.706 -0.498 -0.006
C -1.847 1.016 -0.171 -0.224 0.596 0.037
C -2.790 2.019 -0.049 0.099 -0.155 -0.001
C -4.121 1.639 0.111 0.175 -0.155 -0.029
C -4.467 0.311 0.131 0.172 -0.184 -0.025
H -5.495 0.006 0.246 -0.103 -0.057 0.006
H -4.886 2.394 0.215 -0.115 0.076 0.013
C -2.403 3.466 -0.085 -0.065 -0.035 0.006
H -1.329 3.578 -0.207 0.084 0.074 -0.010
H -2.703 3.962 0.837 0.031 0.105 0.046
H -2.901 3.972 -0.911 0.022 0.107 -0.050
H -0.808 1.268 -0.298 0.007 0.145 -0.018
S -0.778 -1.460 -0.258 0.384 0.062 -0.258
O -0.717 -2.248 0.945 -0.002 0.391 0.051
O -0.807 -2.148 -1.522 0.079 0.281 -0.080
N 0.539 -0.442 -0.330 -0.705 -0.631 -0.183
H 1.094 -0.674 -1.139 -0.099 -0.107 -0.325
C 1.313 -0.232 0.877 0.201 0.098 0.851
C 2.310 -1.364 1.159 -0.166 -0.083 -0.195
H 2.812 -1.140 2.103 -0.002 0.008 0.046
H 1.730 -2.279 1.299 0.066 0.014 0.102
C 3.357 -1.609 0.076 0.094 0.177 0.317
C 4.217 -0.393 -0.274 -0.058 -0.175 -0.311
C 3.501 0.618 -1.168 0.131 0.127 0.166
C 2.582 1.616 -0.448 0.012 -0.045 0.091
H 3.146 2.526 -0.233 -0.065 0.028 -0.069
C 1.971 1.156 0.878 -0.191 -0.053 -0.204
H 2.735 1.158 1.656 -0.023 0.021 0.076
H 1.223 1.900 1.164 0.015 0.020 0.075
H 1.776 1.892 -1.131 -0.002 0.120 0.003
H 2.931 0.065 -1.919 0.039 -0.031 -0.118
H 4.251 1.195 -1.715 -0.085 -0.056 -0.099
H 4.572 0.090 0.638 0.117 0.024 0.082
H 5.097 -0.753 -0.813 0.036 0.049 0.074
H 2.872 -1.977 -0.831 0.045 -0.090 -0.079
H 4.011 -2.409 0.431 -0.073 -0.063 -0.080
H 0.574 -0.258 1.687 0.215 0.075 0.021
```
Positions in Å, forces in eV/Å.

Values from the calculation:
**M**: 297.420 g/mol
**Structure (SMILES)**: COc1ccc(C)cc1S(=O)(=O)NC1CCCCCC1
**Lowest unoccupied orbital energy**: 0.029 Ha
**Orbital gap**: 9.233 eV
**DFT total energy**: -1264.00638 hartree
**Energy above the lowest of the compared OMol25 structures with the same formula, charge and spin**: 83.9 kJ/mol

The following is a DFT calculation (wB97M-V/def2-TZVPD) of an isolated ion of composition C3H7N4O and charge +1 at a distorted geometry.

```
15
Properties=species:S:1:pos:R:3:forces:R:3
C -0.508 -0.808 -1.319 -1.107 1.430 0.780
C 1.553 -0.586 0.060 -0.635 -1.499 -1.904
C -0.353 0.992 0.265 -0.542 -2.099 1.231
N 0.585 -1.296 -0.856 3.531 -0.806 1.351
N 1.053 0.577 0.353 -0.124 3.630 2.137
N -0.934 0.362 -0.882 -3.136 0.949 -2.792
N -1.174 0.563 1.372 0.563 3.927 0.836
O 2.622 -1.020 0.339 -0.121 -0.732 -0.106
H -1.095 -1.444 -1.922 -0.638 -0.119 -1.135
H -0.528 2.031 0.176 0.724 1.227 -0.145
H 1.069 -2.097 -1.235 -0.595 -0.476 -0.274
H 1.609 1.004 1.123 -0.680 0.044 -0.945
H -1.892 0.858 -1.245 3.162 -2.164 1.133
H -0.961 1.239 2.165 -0.699 -1.670 -0.927
H -1.045 -0.376 1.606 0.297 -1.640 0.761
```
Positions in Å, forces in eV/Å.

Values from the calculation:
**M**: 115.116 g/mol
**Structure (SMILES)**: N[C@H]1NC(=O)NC=[NH+]1
**Lowest unoccupied orbital energy**: -0.154 Ha
**Charge**: +1
**Orbital gap**: 10.318 eV
**DFT total energy**: -412.53921 hartree
**Energy above the lowest of the compared OMol25 structures with the same formula, charge and spin**: 20.7 kJ/mol